# 1
C30H50BaCl2N3O7SSi | ωB97M-V/def2-TZVPD

Each line ends with the Mulliken charge.
Element x y z (Å)
C: -4.55528 -2.68843 -1.17116  -1.510
C: -4.52601 -1.19471 -1.25883  0.011
H: -5.56733 -3.09299 -1.09824  0.466
H: -3.99766 -3.02346 -0.28870  0.072
H: -4.07733 -3.11536 -2.06219  0.350
C: -5.59417 -0.40524 -1.13899  0.347
C: -6.97768 -0.90203 -0.86902  -1.666
H: -5.51969 0.67605 -1.29798  0.518
H: -6.98553 -1.80112 -0.23083  0.393
H: -7.51348 -1.12744 -1.80620  0.295
H: -7.56132 -0.13283 -0.34754  0.373
Ba: 0.21980 -0.74403 0.33756  0.390
Cl: 0.53545 -2.44207 3.06474  -0.367
C: -0.14499 2.83755 -1.12232  -0.162
O: 0.22171 2.20891 -0.11814  -0.555
N: 0.10178 4.14097 -1.35540  0.613
C: 0.41158 5.04469 -0.25761  -1.012
C: -0.16780 4.73758 -2.65753  -0.866
H: -0.71773 2.34442 -1.93473  0.525
H: 0.89078 4.49248 0.55678  0.287
H: -0.49836 5.54123 0.11758  0.304
H: 1.08245 5.82215 -0.64193  0.342
H: 0.12235 4.03163 -3.44643  0.233
H: 0.41741 5.65965 -2.74455  0.366
H: -1.23437 4.98297 -2.77525  0.227
H: 5.66082 0.70270 1.60928  0.137
H: 6.63067 -1.82192 0.66875  0.240
C: 5.25112 0.01955 2.36862  -0.872
C: 6.00747 -2.18269 1.50371  -0.820
N: 4.90777 -1.26919 1.78437  0.225
H: 4.36872 0.46446 2.83504  0.241
C: 3.68506 -1.52228 1.31468  0.514
O: 2.75610 -0.68186 1.29398  -0.410
H: 5.59277 -3.16342 1.24090  0.290
H: 3.55856 -2.55027 0.92805  -0.198
H: 6.02536 -0.15555 3.12331  0.420
H: 6.63910 -2.27441 2.39527  0.302
H: -3.83995 -1.49398 1.68590  0.125
H: -5.30966 1.01907 1.39375  0.201
C: -3.60154 -0.97225 2.62345  -0.924
C: -4.78185 1.20316 2.33900  -0.833
N: -3.52420 0.46513 2.38838  0.323
H: -2.63824 -1.32859 3.00194  0.293
C: -2.32557 1.07884 2.26468  0.342
O: -1.23193 0.49024 2.26024  -0.636
H: -4.57319 2.27341 2.43296  0.281
H: -2.39785 2.18643 2.18694  0.239
H: -4.40316 -1.16266 3.34511  0.386
H: -5.43299 0.87260 3.15488  0.345
O: -2.40824 -0.84543 -0.27565  0.015
C: -3.10931 -0.61090 -1.40195  -0.041
C: -3.36426 1.83999 -0.81534  1.051
C: -3.07670 0.88614 -1.79342  0.067
H: -3.48118 1.50345 0.22011  -0.346
C: -3.54386 3.18362 -1.17674  -0.777
H: -2.64446 -1.17760 -2.24435  0.392
C: -2.82210 1.28335 -3.10229  -0.751
H: -3.80599 3.91816 -0.40873  0.362
C: -3.41309 3.55565 -2.51581  -0.849
C: -3.02954 2.61174 -3.47027  -0.485
H: -2.50340 0.53413 -3.82988  0.444
H: -3.62043 4.58801 -2.82479  0.468
H: -2.90638 2.89983 -4.51002  0.362
Si: 0.19376 -4.38775 2.09349  1.015
Cl: -1.24974 -3.41714 0.72915  -0.280
C: 0.29364 -5.14269 3.87630  -1.366
C: 1.66347 -4.52366 0.91289  -0.450
C: -0.38018 -6.27002 1.70713  -1.563
H: 0.37916 -4.35618 4.62979  0.300
H: 1.15627 -5.81432 3.97206  0.351
H: -0.60552 -5.70685 4.14730  0.353
H: -1.35376 -6.50135 2.16464  0.351
H: 0.33632 -7.03535 2.07493  0.344
H: -0.50759 -6.41131 0.62522  0.317
H: 1.80801 -3.58252 0.36538  -0.272
H: 1.45265 -5.30820 0.17393  0.364
H: 2.60088 -4.78865 1.42165  0.273
C: 7.25366 2.78725 -0.95169  -1.733
C: 5.96079 2.03416 -1.08564  1.171
C: 4.73977 2.69493 -0.92688  -0.726
C: 3.53775 2.02715 -1.05555  0.132
C: 3.52911 0.66007 -1.40181  -0.359
C: 4.76781 -0.01979 -1.54143  -0.269
C: 5.95934 0.66922 -1.39446  -0.641
S: 1.25452 0.32982 -3.13738  0.172
O: 2.39561 0.00043 -1.57253  -0.406
O: 1.27199 1.78709 -3.13535  -0.399
O: 0.08251 -0.27070 -2.45162  -0.303
H: 7.48729 3.33301 -1.87792  0.364
H: 7.21323 3.52516 -0.13977  0.360
H: 8.08699 2.10163 -0.75621  0.358
H: 4.74600 3.76821 -0.71783  0.348
H: 2.60270 2.53832 -0.89726  0.326
H: 4.75493 -1.08631 -1.76209  0.454
H: 6.90964 0.14915 -1.53561  0.316

Computed properties:
Lowest unoccupied orbital energy (spin up / spin down) ... 2.25 / 2.35 eV
HOMO (spin up / spin down) ... -4.58 / -4.58 eV
Maximum force ... 0.066 Eh/bohr
Total charge ... -1


# 2
C30H50BrCoN3P2S | ωB97M-V/def2-TZVPD

Each line ends with the Mulliken charge.
Element x y z (Å)
C: 2.61956 4.48770 -0.94734  -0.359
C: 1.74444 3.65952 -1.68656  -0.014
C: 1.77059 3.71318 -3.09410  -0.280
C: 2.43778 4.78436 -3.70142  -0.445
N: 3.13384 5.66001 -2.97656  -0.545
C: 3.22534 5.54769 -1.64874  -0.414
C: 0.67448 2.85755 -1.17453  0.292
C: -0.45524 2.36219 -1.30001  0.259
C: -1.68250 2.11441 -0.59786  -0.292
C: -2.12586 0.82387 -0.36361  0.683
C: -3.13412 0.60571 0.62667  -0.273
C: -3.40477 1.75935 1.48013  -0.065
C: -3.15014 3.06553 1.08054  -0.874
C: -2.33220 3.23035 -0.01980  -0.494
Co: -2.18893 0.75140 2.35257  -0.006
P: 1.67200 -0.28922 -0.13584  0.661
H: 1.16506 3.01996 -3.68215  0.430
H: 2.75978 4.39013 0.12997  0.433
H: 2.36628 4.92279 -4.78737  0.374
H: 3.79434 6.32888 -1.12077  0.376
H: -2.16872 4.20520 -0.48619  0.577
H: -1.71228 -0.01646 -0.93575  -0.288
H: -3.65185 3.86737 1.61134  0.488
H: -3.84229 -0.21934 0.56643  0.729
C: 2.38437 -1.98294 0.04956  -0.542
C: 3.52665 -2.39989 -0.87490  -1.346
H: 1.52956 -2.65398 -0.11870  0.584
H: 2.67000 -2.12906 1.09872  0.392
H: 3.88885 -3.40445 -0.62138  0.475
H: 3.22188 -2.43192 -1.92414  0.264
H: 4.40109 -1.74949 -0.80019  0.198
C: 1.71426 -0.14136 -1.98187  0.416
C: 2.97983 0.41853 -2.61992  -1.431
H: 0.85330 0.50215 -2.20695  -0.047
H: 1.47748 -1.13280 -2.40015  0.272
H: 2.94574 0.26586 -3.70659  0.425
H: 3.05797 1.49667 -2.45207  0.156
H: 3.89424 -0.06725 -2.26257  0.307
C: 2.99386 0.86081 0.50017  0.026
C: 4.41103 0.32416 0.69681  -1.533
H: 2.59441 1.20589 1.46720  0.412
H: 3.00218 1.75679 -0.13504  -0.064
H: 5.06864 1.10345 1.11062  0.488
H: 4.42947 -0.51946 1.39851  0.332
H: 4.87756 0.01659 -0.24746  0.216
Br: -4.22456 1.89560 3.53950  -0.162
P: -1.83664 -2.07464 -1.76495  0.877
C: -0.67934 -3.06038 -2.79265  -0.311
C: -1.26247 -4.30267 -3.44076  -1.351
H: 0.13731 -3.33716 -2.10577  0.123
H: -0.21815 -2.39598 -3.53635  0.446
H: -0.51004 -4.77164 -4.08132  0.445
H: -1.54016 -5.04994 -2.69339  0.301
H: -2.12303 -4.07343 -4.07507  0.283
C: -2.98981 -3.24830 -0.97099  -0.800
C: -4.44347 -3.33636 -1.42117  -1.320
H: -2.95602 -2.90524 0.07712  0.426
H: -2.52652 -4.24269 -0.96548  0.604
H: -4.96069 -4.06817 -0.78612  0.431
H: -4.96480 -2.37808 -1.29128  0.289
H: -4.53919 -3.68320 -2.45855  0.239
C: -2.83878 -0.97698 -2.87402  -0.405
C: -3.43021 -1.46665 -4.19119  -1.441
H: -2.19137 -0.10781 -3.08890  0.404
H: -3.63611 -0.57542 -2.22813  0.343
H: -3.97324 -0.62256 -4.64638  0.452
H: -2.63649 -1.75274 -4.89293  0.314
H: -4.15255 -2.28429 -4.05947  0.224
C: 2.33754 -0.35082 3.95642  -0.838
N: 1.07943 -0.53904 4.65388  0.308
C: 1.11638 -1.14168 6.00519  -0.750
C: -0.07900 -0.42142 3.99012  -0.555
S: -0.37853 -0.49154 2.29585  0.273
N: -1.19222 -0.11607 4.76744  0.177
C: -1.11612 1.24895 5.33799  -0.846
C: -2.49533 -0.68340 4.34761  -0.865
H: 3.15003 -0.45750 4.68267  0.433
H: 2.35307 0.65180 3.50594  0.188
H: 2.44279 -1.09220 3.14859  0.286
H: 0.61556 -0.49647 6.74342  0.249
H: 0.61715 -2.12560 5.99751  0.332
H: 2.16245 -1.28463 6.30233  0.346
H: -2.00006 1.83038 5.04540  0.253
H: -1.01645 1.15319 6.43133  0.316
H: -0.21629 1.73806 4.92611  0.336
H: -3.10062 -0.07053 3.61184  0.224
H: -2.34129 -1.69784 3.95662  0.411
H: -3.17192 -0.68590 5.20238  0.361

Computed properties:
Lowest unoccupied orbital energy (spin up / spin down) ... -6.08 / -8.41 eV
HOMO (spin up / spin down) ... -12.81 / -12.63 eV
Maximum force ... 0.060 Eh/bohr
Spin multiplicity ... 4
<S²> ... 3.782
Total charge ... +2


# 3
C30H50BrIrN4O10P2S3 | ωB97M-V/def2-TZVPD

Each line ends with the Mulliken charge.
Element x y z (Å)
Ir: 0.46880 -0.09023 0.32736  2.566
O: 0.33051 0.16832 2.36269  -0.756
C: 1.16095 0.81984 3.03116  -0.428
C: 2.24263 1.61586 2.57260  1.298
C: 3.05878 2.18839 3.57442  -0.560
C: 4.07754 3.01752 3.22808  -0.840
C: 4.33011 3.34267 1.88305  -0.473
C: 3.55234 2.81120 0.89733  -0.888
C: 2.49039 1.91607 1.19673  -0.252
O: 1.79830 1.46511 0.20765  -0.766
N: 4.92141 3.59696 4.27974  1.043
O: 4.67676 3.28848 5.42801  -0.617
O: 5.80971 4.34431 3.92812  -0.618
H: 1.01420 0.77448 4.11414  0.393
H: 2.87951 1.97171 4.61940  0.587
H: 5.14442 4.01552 1.65397  0.558
H: 3.72718 3.04362 -0.14412  0.515
C: -1.13668 5.08305 0.52133  -1.447
C: -1.66588 3.69486 0.29970  0.664
C: -2.99526 3.42969 0.01262  -0.766
C: -3.38512 2.12850 -0.22755  -0.844
C: -2.44300 1.11844 -0.17228  0.479
Br: -3.05172 -0.57743 -0.70781  -0.066
N: -1.16446 1.33256 0.15436  -0.658
C: -0.80885 2.61296 0.36177  -0.328
H: -1.93515 5.81950 0.45726  0.398
H: -0.38723 5.33174 -0.23117  0.318
H: -0.66839 5.17575 1.50173  0.333
H: -3.71982 4.23224 -0.04336  0.403
H: -4.40327 1.88446 -0.48880  0.526
H: 0.23442 2.77804 0.57188  0.517
C: 3.04934 -2.34325 -3.22718  -0.773
N: 2.72571 -1.77838 -1.92266  0.657
C: 2.95538 -2.25518 -0.72420  0.697
S: 2.43913 -1.37431 0.70946  -0.609
N: 3.65533 -3.34883 -0.43670  -0.069
C: 4.15686 -4.39533 -1.32194  -1.030
H: 2.83421 -1.57198 -3.96230  -0.049
H: 2.42657 -3.20883 -3.45241  0.300
H: 4.10130 -2.60585 -3.29636  0.515
H: 2.02861 -1.02828 -1.93304  -0.696
H: 3.68774 -3.54997 0.54804  0.260
H: 5.10771 -4.12265 -1.77714  0.341
H: 3.42594 -4.63848 -2.08613  0.330
H: 4.30754 -5.28454 -0.71544  0.361
C: -3.69297 -3.87700 0.87363  -1.212
C: -2.84224 -4.68000 -0.08631  0.433
C: -2.96850 -4.23789 -1.52625  -1.084
O: -1.45785 -4.66430 0.40131  -0.051
P: -0.17508 -3.84860 0.00056  0.368
S: 0.40574 -3.80404 -1.81032  -0.401
S: -0.71040 -1.93203 0.83224  -0.462
O: 0.90293 -4.41577 0.99532  -0.198
C: 0.78362 -4.97613 2.34622  0.667
C: 0.31500 -6.41346 2.26600  -1.362
C: -0.04759 -4.11238 3.26959  -1.088
H: -4.74649 -4.05582 0.65646  0.498
H: -3.50040 -2.80718 0.78099  0.146
H: -3.50223 -4.17964 1.90304  0.288
H: -3.10483 -5.73513 -0.00893  0.265
H: -2.65679 -3.20038 -1.65902  -0.238
H: -4.01527 -4.32409 -1.82016  0.558
H: -2.36729 -4.85665 -2.18943  0.496
H: 1.82081 -4.95535 2.68675  0.385
H: -0.72577 -6.46954 1.95301  0.185
H: 0.40710 -6.87390 3.25030  0.475
H: 0.92594 -6.97919 1.56342  0.346
H: -1.09526 -4.09924 2.96893  0.135
H: 0.33064 -3.09025 3.29795  0.175
H: 0.01122 -4.52700 4.27662  0.510
C: 2.84031 1.62987 -5.03275  -1.834
C: 1.59547 1.94913 -4.22280  1.785
C: 1.96979 2.60204 -2.90042  -1.422
C: 0.63206 2.81420 -5.01911  -1.833
O: 0.97142 0.64028 -3.99565  0.493
P: -0.15076 0.35041 -2.90059  -1.079
O: -1.08229 1.46667 -2.66506  -0.914
O: 0.67725 -0.14020 -1.67302  1.068
O: -0.78236 -0.99283 -3.42122  0.906
C: -1.52314 -1.22636 -4.66310  1.638
C: -0.52980 -1.83816 -5.63845  -1.376
C: -2.60733 -2.22044 -4.28498  -1.371
C: -2.13104 0.05164 -5.21809  -1.484
H: 3.33680 2.55291 -5.33314  0.439
H: 2.57583 1.07170 -5.93127  0.390
H: 3.54384 1.03935 -4.44302  0.338
H: 2.53953 3.51075 -3.10268  0.644
H: 2.58167 1.93183 -2.29552  0.149
H: 1.07947 2.86892 -2.33008  0.253
H: 1.09202 3.78164 -5.22628  0.528
H: -0.28941 2.97094 -4.46018  0.227
H: 0.39701 2.33928 -5.97278  0.372
H: -0.12554 -2.76618 -5.23095  0.221
H: 0.29127 -1.14473 -5.82177  0.138
H: -1.01940 -2.05926 -6.58779  0.456
H: -2.16268 -3.10351 -3.82412  0.094
H: -3.15999 -2.52696 -5.17385  0.513
H: -3.30610 -1.76710 -3.58084  0.296
H: -1.36086 0.76631 -5.50719  0.208
H: -2.78373 0.52614 -4.48668  0.268
H: -2.71405 -0.19730 -6.10570  0.530

Computed properties:
Lowest unoccupied orbital energy (spin up / spin down) ... -3.18 / -5.13 eV
HOMO (spin up / spin down) ... -11.27 / -11.22 eV
Maximum force ... 0.008 Eh/bohr
Spin multiplicity ... 2
<S²> ... 0.755
Total charge ... +1


Which of these has the lowest total charge?
C30H50BaCl2N3O7SSi